Computed, not measured: a 2-piece molecular cluster, C4H12O2 overall, with the ωB97M-V functional and the def2-TZVPD basis.

Last columns: bonded neighbours and bond lengths (Å).
Cartesian coordinates (Å):
1 C 2.0690 4.5102 0.7836  O2 1.443, C3 1.502, H4 1.089, H5 1.077
2 O 1.9370 4.1534 2.1755  C1 1.443, H6 0.972
3 C 2.4570 3.2863 0.0049  C1 1.502, H7 1.086, H8 1.086, H9 1.087
4 H 2.8246 5.2889 0.6905  C1 1.089
5 H 1.1277 4.8899 0.4238  C1 1.077
6 H 1.1596 4.6336 2.5078  O2 0.972
7 H 3.3798 2.8775 0.4044  C3 1.086
8 H 2.6107 3.4443 -1.0583  C3 1.086
9 H 1.7449 2.4731 0.1218  C3 1.087
10 C -2.5776 -4.2741 -1.1410  O11 1.431, C12 1.509, H13 1.099, H14 1.081
11 O -2.1778 -3.4194 -2.2173  C10 1.431, H15 0.962
12 C -1.9628 -3.8809 0.1794  C10 1.509, H16 1.094, H17 1.089, H18 1.089
13 H -2.2502 -5.2985 -1.3668  C10 1.099
14 H -3.6568 -4.2393 -1.0902  C10 1.081
15 H -1.3533 -3.0034 -1.9488  O11 0.962
16 H -0.8829 -4.0340 0.0951  C12 1.094
17 H -2.2888 -4.5584 0.9679  C12 1.089
18 H -2.1600 -2.8489 0.4675  C12 1.089

Gap between HOMO and LUMO   0.414 Eh
SMILES   CCO.CCO
LUMO   0.962 eV
Net charge   0
Spin multiplicity   1

And the natural (NBO) charges, in e, turn out to be: atom 1 (C): -0.0637, atom 2 (O): -0.7283, atom 3 (C): -0.6295, atom 4 (H): 0.1616, atom 5 (H): 0.1588, atom 6 (H): 0.4683, atom 7 (H): 0.2113, atom 8 (H): 0.2117, atom 9 (H): 0.2098, atom 10 (C): -0.0588, atom 11 (O): -0.7179, atom 12 (C): -0.6408, atom 13 (H): 0.1561, atom 14 (H): 0.1716, atom 15 (H): 0.4601, atom 16 (H): 0.1988, atom 17 (H): 0.2202, atom 18 (H): 0.2107


Computed, not measured: a 3-piece molecular cluster, C4H12O2 overall, with the ωB97M-V functional and the def2-TZVPD basis.

Last columns: bonded neighbours and bond lengths (Å).
Cartesian coordinates (Å):
1 C -0.7726 0.5908 0.3413  C2 1.422, C4 1.470, H5 1.042
2 C -0.0465 -0.6047 0.5956  C1 1.422, C3 1.473, H6 1.154
3 C -0.4098 -1.5811 1.6376  C2 1.473, H7 1.078, H8 1.096, H9 1.041
4 C -0.1046 1.5312 -0.5701  C1 1.470, H10 1.145, H11 1.084, H12 1.058
5 H -1.7929 0.6216 0.5508  C1 1.042
6 H 0.8965 -0.8298 -0.0310  C2 1.154
7 H -0.8612 -2.4394 1.1677  C3 1.078
8 H 0.4584 -1.9589 2.1889  C3 1.096
9 H -1.1173 -1.1893 2.2923  C3 1.041
10 H 0.5960 0.9304 -1.2480  C4 1.145
11 H 0.5213 2.2548 -0.0600  C4 1.084
12 H -0.8638 2.0315 -1.1104  C4 1.058
13 H -1.3224 -1.3555 -2.9926  O15 0.977
14 H -1.4883 -1.0021 -1.5708  O15 0.966
15 O -1.7906 -0.7022 -2.4376  H13 0.977, H14 0.966
16 H 1.8507 0.5471 0.7100  O18 1.032
17 H 3.2758 0.3465 1.2662  O18 0.957
18 O 2.7716 1.0055 0.7889  H16 1.032, H17 0.957

Gap between HOMO and LUMO   0.361 Eh
SMILES   C/C=C/C.O.O
LUMO   0.710 eV
Net charge   0
Spin multiplicity   1

And the natural (NBO) charges, in e, turn out to be: atom 1 (C): -0.1631, atom 2 (C): -0.2323, atom 3 (C): -0.6557, atom 4 (C): -0.6605, atom 5 (H): 0.2073, atom 6 (H): 0.1908, atom 7 (H): 0.2132, atom 8 (H): 0.2198, atom 9 (H): 0.2182, atom 10 (H): 0.2193, atom 11 (H): 0.2321, atom 12 (H): 0.2228, atom 13 (H): 0.4636, atom 14 (H): 0.4703, atom 15 (O): -0.9352, atom 16 (H): 0.4769, atom 17 (H): 0.4632, atom 18 (O): -0.9509


Computed, not measured: a 2-piece molecular cluster, C4H12O2 overall, with the ωB97M-V functional and the def2-TZVPD basis.

Last columns: bonded neighbours and bond lengths (Å).
Cartesian coordinates (Å):
1 O 3.8598 0.1909 -1.4249  C3 1.362, H4 0.980
2 C 1.5381 0.6164 -1.7856  C3 1.551, H5 1.103, H6 1.103, H7 1.103
3 C 3.0044 0.9371 -2.1766  O1 1.362, C2 1.551, H8 1.107, H9 1.107
4 H 4.7217 0.1343 -1.8879  O1 0.980
5 H 0.7683 1.1307 -2.3853  C2 1.103
6 H 1.3859 0.8725 -0.7236  C2 1.103
7 H 1.4093 -0.4723 -1.9070  C2 1.103
8 H 3.0510 0.6196 -3.2361  C3 1.107
9 H 3.2060 2.0251 -2.1421  C3 1.107
10 O -3.0913 -0.1196 0.6398  C12 1.446, H13 0.980
11 C -2.3413 -1.4782 2.4275  C12 1.451, H14 1.103, H15 1.103, H16 1.103
12 C -2.3743 -0.1292 1.8955  O10 1.446, C11 1.451, H17 1.107, H18 1.107
13 H -3.9698 0.2659 0.8399  O10 0.980
14 H -1.7380 -2.1371 1.7805  C11 1.103
15 H -3.3441 -1.9224 2.5445  C11 1.103
16 H -1.8622 -1.4248 3.4195  C11 1.103
17 H -2.8283 0.6282 2.5630  C12 1.107
18 H -1.3951 0.2626 1.5589  C12 1.107

Gap between HOMO and LUMO   0.410 Eh
SMILES   CCO.CCO
LUMO   0.944 eV
Net charge   0
Spin multiplicity   1

And the natural (NBO) charges, in e, turn out to be: atom 1 (O): -0.7147, atom 2 (C): -0.6255, atom 3 (C): -0.0521, atom 4 (H): 0.4726, atom 5 (H): 0.2139, atom 6 (H): 0.2052, atom 7 (H): 0.2099, atom 8 (H): 0.1433, atom 9 (H): 0.1473, atom 10 (O): -0.7339, atom 11 (C): -0.6313, atom 12 (C): -0.0732, atom 13 (H): 0.4623, atom 14 (H): 0.2170, atom 15 (H): 0.2113, atom 16 (H): 0.2092, atom 17 (H): 0.1605, atom 18 (H): 0.1781


Computed, not measured: a 2-piece molecular cluster, C4H12O2 overall, with the ωB97M-V functional and the def2-TZVPD basis.

Last columns: bonded neighbours and bond lengths (Å).
Cartesian coordinates (Å):
1 O -0.2185 0.1982 0.4323  C2 1.438, C4 1.473
2 C -1.1265 0.1950 1.5470  O1 1.438, H6 1.103, H7 1.103, H8 1.103
3 C 1.6048 -0.7275 -2.0384  C5 1.659, H9 1.103, H10 1.103, H11 1.103
4 C 1.0870 -0.4504 0.6419  O1 1.473, C5 1.533, H12 1.107, H13 1.107
5 C 2.0717 -0.2578 -0.5175  C3 1.659, C4 1.533, H14 1.107, H15 1.107
6 H -1.3254 -0.8687 1.7604  C2 1.103
7 H -2.0805 0.6875 1.2939  C2 1.103
8 H -0.7180 0.6660 2.4569  C2 1.103
9 H 2.2853 -0.3834 -2.8353  C3 1.103
10 H 0.6153 -0.2668 -2.1976  C3 1.103
11 H 1.4993 -1.8228 -2.1145  C3 1.103
12 H 0.9627 -1.5246 0.8785  C4 1.107
13 H 1.4968 0.0472 1.5419  C4 1.107
14 H 2.8943 -0.9124 -0.1708  C5 1.107
15 H 2.4362 0.7870 -0.4842  C5 1.107
16 O -3.6201 1.6860 -0.3772  H17 0.984, H18 0.984
17 H -3.4721 1.8710 0.5778  O16 0.984
18 H -4.3922 1.0763 -0.3950  O16 0.984

Gap between HOMO and LUMO   0.384 Eh
SMILES   CCCOC.O
LUMO   0.819 eV
Net charge   0
Spin multiplicity   1

And the natural (NBO) charges, in e, turn out to be: atom 1 (O): -0.5652, atom 2 (C): -0.2397, atom 3 (C): -0.6170, atom 4 (C): -0.0589, atom 5 (C): -0.4091, atom 6 (H): 0.1647, atom 7 (H): 0.1831, atom 8 (H): 0.1623, atom 9 (H): 0.2119, atom 10 (H): 0.2216, atom 11 (H): 0.2038, atom 12 (H): 0.1614, atom 13 (H): 0.1690, atom 14 (H): 0.2022, atom 15 (H): 0.2063, atom 16 (O): -0.9305, atom 17 (H): 0.4640, atom 18 (H): 0.4701


Record order is preserved below.
Relative energy (zero: lowest compared OMol25 entry of this formula, charge and spin): 16.2, 34.1, 21.9, 27.2 kcal/mol
Record order is preserved below.
E_HOMO: -10.31, -9.11, -10.22, -9.63 eV
Record order is preserved below.
Calculated total energy: -8436.812, -8436.035, -8436.566, -8436.334 eV